Entry from the Open Molecules 2025 dataset: a molecular structure, C42H37BrIrN4O4S3 (ωB97M-V with the def2-TZVPD basis set).

Positions of all 92 atoms, in Å:
1 Ir -2.497 0.491 2.357
2 C 2.196 -5.978 5.025
3 C 1.492 -4.977 4.151
4 C 0.320 -5.322 3.481
5 C -0.315 -4.416 2.645
6 C 0.239 -3.152 2.485
7 C 1.393 -2.767 3.162
8 C 2.009 -3.685 3.989
9 S -0.579 -2.051 1.389
10 O -0.617 -0.692 2.060
11 C 0.687 -1.911 0.123
12 C 1.149 -3.082 -0.404
13 C 2.068 -3.086 -1.462
14 C 2.615 -1.913 -2.000
15 C 3.625 -1.984 -2.985
16 C 4.196 -0.831 -3.471
17 C 3.758 0.401 -2.984
18 C 2.761 0.486 -2.011
19 C 2.191 -0.661 -1.509
20 C 1.042 -0.558 -0.507
21 C 1.363 0.507 0.570
22 C 2.566 0.310 1.337
23 C 3.423 -0.814 1.169
24 C 4.576 -0.945 1.883
25 C 4.951 0.031 2.833
26 C 4.133 1.094 3.056
27 C 2.928 1.256 2.324
28 C 2.084 2.363 2.579
29 C 0.944 2.530 1.869
30 C 0.597 1.612 0.847
31 S -1.002 2.001 0.109
32 O -1.901 2.333 1.307
33 C -0.591 3.572 -0.605
34 C -1.017 4.743 -0.001
35 C -0.682 5.956 -0.591
36 C 0.064 6.010 -1.765
37 C 0.456 7.332 -2.371
38 C 0.455 4.809 -2.362
39 C 0.126 3.590 -1.797
40 H 1.493 -6.684 5.465
41 H 2.745 -5.488 5.828
42 H 2.913 -6.552 4.435
43 H -0.110 -6.305 3.628
44 H -1.237 -4.682 2.141
45 H 1.781 -1.759 3.061
46 H 2.904 -3.399 4.529
47 H 0.816 -4.025 0.014
48 H 2.400 -4.040 -1.861
49 H 3.948 -2.955 -3.342
50 H 4.980 -0.879 -4.215
51 H 4.210 1.312 -3.357
52 H 2.453 1.454 -1.637
53 H 3.167 -1.605 0.480
54 H 5.209 -1.809 1.724
55 H 5.877 -0.075 3.383
56 H 4.387 1.839 3.801
57 H 2.359 3.070 3.353
58 H 0.281 3.360 2.077
59 H -1.604 4.706 0.909
60 H -1.011 6.879 -0.128
61 H -0.243 8.120 -2.092
62 H 0.500 7.274 -3.457
63 H 1.446 7.629 -2.017
64 H 1.018 4.835 -3.289
65 H 0.416 2.660 -2.278
66 C -4.035 -2.506 -2.318
67 C -3.497 -1.246 -1.659
68 N -3.639 -0.042 0.888
69 O -4.865 0.684 1.049
70 C -2.033 -0.978 -1.991
71 C -1.603 -1.098 -3.424
72 N -1.303 -0.624 -1.008
73 O -0.020 -0.178 -1.416
74 H -5.082 -2.647 -2.058
75 H -3.467 -3.372 -1.971
76 H -3.966 -2.452 -3.405
77 H -5.385 0.186 1.702
78 H -2.354 -0.669 -4.090
79 H -1.520 -2.158 -3.673
80 H -0.645 -0.621 -3.600
81 Br -3.472 -0.770 4.102
82 S -3.822 -1.519 0.209
83 C -4.350 -0.043 -1.891
84 N -3.855 1.148 -1.518
85 C -4.602 2.265 -1.514
86 C -5.891 2.191 -1.951
87 C -6.349 0.934 -2.342
88 N -5.595 -0.159 -2.316
89 H -2.929 1.158 -1.089
90 H -4.129 3.167 -1.151
91 H -6.525 3.064 -1.977
92 H -7.372 0.798 -2.674

Computed properties:
Orbital gap (alpha / beta) in Eh: 0.0978 / 0.1591
LUMO (alpha / beta) in eV: -8.55 / -7.69
Total charge: +2
Spin multiplicity: 2
HOMO level (alpha / beta) in Eh: -0.41213 / -0.44175
E in hartree: -6014.81608



Entry from the Open Molecules 2025 dataset: a molecular structure, C42H37Cl3N4O3V in a non-equilibrium geometry (ωB97M-V with the def2-TZVPD basis set).

Positions of all 90 atoms, in Å:
1 V 0.310 -0.757 0.011
2 C -5.217 1.111 -3.173
3 C -5.096 2.213 -2.164
4 C -5.999 3.272 -2.146
5 C -5.896 4.296 -1.218
6 C -4.889 4.273 -0.264
7 C -3.977 3.230 -0.245
8 C -4.081 2.223 -1.199
9 N -3.187 1.101 -1.194
10 C -1.952 1.026 -0.719
11 N -1.182 2.112 -0.569
12 C -0.050 2.190 0.267
13 C 0.535 1.038 0.789
14 C 1.546 1.118 1.744
15 C 1.993 2.368 2.133
16 C 1.452 3.513 1.563
17 C 0.425 3.459 0.628
18 C -0.170 4.713 0.055
19 N -1.401 -0.172 -0.441
20 C -2.147 -1.358 -0.208
21 C -1.801 -2.452 -1.016
22 C -2.370 -3.695 -0.773
23 C -3.290 -3.816 0.256
24 C -3.634 -2.717 1.045
25 C -3.070 -1.466 0.852
26 C -3.438 -0.307 1.729
27 H -5.998 1.341 -3.893
28 H -5.493 0.159 -2.708
29 H -4.291 0.966 -3.734
30 H -6.793 3.290 -2.880
31 H -6.610 5.108 -1.232
32 H -4.821 5.056 0.479
33 H -3.241 3.191 0.548
34 H -3.584 0.235 -1.536
35 H -1.592 2.988 -0.868
36 H 1.976 0.226 2.180
37 H 2.762 2.452 2.890
38 H 1.820 4.483 1.870
39 H 0.467 5.566 0.270
40 H -1.150 4.929 0.485
41 H -0.276 4.659 -1.031
42 H -1.149 -2.295 -1.871
43 H -2.121 -4.540 -1.398
44 H -3.760 -4.771 0.450
45 H -4.356 -2.846 1.842
46 H -3.595 -0.644 2.752
47 H -4.368 0.155 1.390
48 H -2.666 0.463 1.753
49 Cl -0.753 -6.210 4.943
50 C -0.430 -4.886 3.910
51 C -0.681 -3.591 4.359
52 C -0.427 -2.520 3.519
53 Cl -0.702 -0.905 4.040
54 C 0.077 -2.750 2.240
55 O 0.271 -1.703 1.401
56 C 0.334 -4.050 1.806
57 Cl 0.935 -4.308 0.205
58 C 0.082 -5.127 2.635
59 H -1.062 -3.420 5.356
60 H 0.277 -6.136 2.303
61 C 5.804 1.297 -0.733
62 O 4.957 0.137 -0.777
63 C 4.524 -0.368 0.381
64 C 4.681 0.269 1.613
65 C 4.314 -0.364 2.784
66 C 3.770 -1.644 2.772
67 C 3.590 -2.287 1.564
68 C 3.933 -1.653 0.368
69 N 3.884 -2.470 -0.807
70 C 3.709 -2.232 -2.073
71 C 3.288 -1.008 -2.718
72 C 3.998 -0.621 -3.861
73 C 3.723 0.575 -4.496
74 C 2.701 1.393 -4.029
75 C 1.930 1.002 -2.944
76 C 2.223 -0.195 -2.298
77 O 1.388 -0.597 -1.301
78 H 6.174 1.425 -1.746
79 H 6.640 1.136 -0.053
80 H 5.230 2.175 -0.435
81 H 5.134 1.248 1.655
82 H 4.482 0.139 3.727
83 H 3.525 -2.146 3.697
84 H 3.211 -3.303 1.538
85 H 4.108 -3.439 -0.594
86 H 3.914 -3.079 -2.720
87 H 4.795 -1.254 -4.229
88 H 4.296 0.863 -5.366
89 H 2.481 2.325 -4.531
90 H 1.093 1.596 -2.605

Computed properties:
Orbital gap in Eh: 0.2060
LUMO in eV: -10.08
Total charge: +3
HOMO level in Eh: -0.57634
E in hartree: -4391.13828



Entry from the Open Molecules 2025 dataset: 7 unconnected molecules or ions with the total composition C42H37F5O4 in a non-equilibrium geometry (ωB97M-V with the def2-TZVPD basis set).

Positions of all 88 atoms, in Å:
1 F -4.858 4.290 3.252
2 C -4.326 3.040 3.069
3 C -4.515 2.404 1.811
4 C -3.908 1.204 1.494
5 C -3.015 0.707 2.403
6 C -2.938 1.219 3.700
7 C -3.512 2.455 4.000
8 H -5.067 2.992 1.093
9 H -3.953 0.887 0.462
10 H -2.392 -0.130 2.124
11 H -2.396 0.772 4.520
12 H -3.113 2.986 4.851
13 F -0.318 -2.768 3.790
14 C -1.410 -3.364 3.163
15 C -2.602 -2.838 3.547
16 C -3.873 -3.283 2.958
17 C -3.826 -4.203 1.854
18 C -2.553 -4.749 1.560
19 C -1.383 -4.379 2.277
20 H -2.655 -2.117 4.349
21 H -4.714 -2.771 3.401
22 H -4.784 -4.394 1.393
23 H -2.404 -5.449 0.751
24 H -0.443 -4.895 2.149
25 F 5.901 5.819 2.877
26 C 5.166 4.684 2.935
27 C 4.552 4.302 4.101
28 C 3.882 3.107 4.136
29 C 3.673 2.425 2.949
30 C 4.227 2.860 1.753
31 C 5.016 4.006 1.726
32 H 4.623 4.845 5.032
33 H 3.544 2.609 5.033
34 H 3.005 1.577 2.989
35 H 4.115 2.272 0.855
36 H 5.468 4.420 0.836
37 F 6.767 1.103 -0.037
38 C 8.110 1.400 -0.222
39 C 8.866 0.464 -0.899
40 C 10.174 0.802 -1.341
41 C 10.686 2.042 -1.172
42 C 10.063 2.949 -0.319
43 C 8.701 2.723 0.062
44 H 8.491 -0.468 -1.293
45 H 10.695 0.157 -2.034
46 H 11.610 2.344 -1.641
47 H 10.434 3.934 -0.076
48 H 8.026 3.446 0.496
49 F -4.487 -1.503 -0.323
50 C -5.427 -0.982 -1.089
51 C -5.650 -1.263 -2.471
52 C -6.719 -0.627 -3.078
53 C -7.429 0.447 -2.527
54 C -7.267 0.639 -1.178
55 C -6.289 -0.081 -0.452
56 H -4.990 -1.865 -3.077
57 H -7.011 -0.721 -4.114
58 H -8.094 0.978 -3.193
59 H -7.835 1.445 -0.737
60 H -6.093 0.243 0.559
61 C -2.860 -3.484 -4.921
62 C -2.594 -2.917 -6.192
63 C -1.962 -1.691 -6.299
64 C -1.452 -1.070 -5.151
65 C -1.687 -1.667 -3.978
66 C -2.387 -2.824 -3.850
67 O -2.494 -3.387 -2.594
68 O -1.679 -1.105 -7.487
69 H -3.346 -4.449 -4.932
70 H -3.072 -3.448 -7.002
71 H -0.895 -0.146 -5.190
72 H -1.448 -1.127 -3.074
73 H -2.172 -2.772 -1.931
74 H -1.781 -1.700 -8.234
75 C 1.653 -0.800 1.360
76 C 0.344 -1.017 1.030
77 C -0.176 -0.599 -0.189
78 C 0.704 -0.064 -1.153
79 C 2.061 0.055 -0.850
80 C 2.453 -0.253 0.415
81 O 3.736 -0.074 0.887
82 O -1.491 -0.773 -0.520
83 H 1.984 -1.026 2.363
84 H -0.334 -1.404 1.777
85 H 0.329 0.057 -2.159
86 H 2.786 0.440 -1.553
87 H 4.334 -0.461 0.243
88 H -2.099 -0.439 0.144

Computed properties:
Structure (SMILES): Oc1ccc(O)cc1.Oc1ccc(O)cc1.Fc1ccccc1.Fc1ccccc1.Fc1ccccc1.Fc1ccccc1.Fc1ccccc1
Orbital gap in Eh: 0.3197
LUMO in eV: 0.63
HOMO level in Eh: -0.29664
E in hartree: -2422.81190



Entry from the Open Molecules 2025 dataset: a molecular structure, C42H37N6O11S6SeW in a non-equilibrium geometry (ωB97M-V with the def2-TZVPD basis set).

Positions of all 104 atoms, in Å:
1 W 0.199 0.523 -0.228
2 O -0.642 0.028 1.462
3 C -1.822 -0.023 2.058
4 C -1.897 0.099 3.445
5 C -3.119 0.028 4.076
6 C -4.295 -0.176 3.341
7 C -4.213 -0.321 1.974
8 C -2.976 -0.255 1.322
9 C -2.885 -0.506 -0.093
10 N -1.792 -0.510 -0.760
11 N -1.943 -0.955 -2.060
12 C -0.759 -1.216 -2.529
13 O 0.315 -1.022 -1.865
14 C -0.713 -1.913 -3.842
15 C -1.696 -1.687 -4.801
16 C -1.662 -2.381 -6.000
17 C -0.658 -3.314 -6.239
18 C 0.320 -3.541 -5.281
19 C 0.298 -2.833 -4.085
20 H -0.979 0.293 3.988
21 H -3.168 0.134 5.153
22 H -5.253 -0.229 3.843
23 H -5.106 -0.499 1.384
24 H -3.780 -0.794 -0.636
25 H -2.472 -0.957 -4.598
26 H -2.413 -2.187 -6.758
27 H -0.638 -3.858 -7.177
28 H 1.108 -4.262 -5.465
29 H 1.057 -2.989 -3.325
30 C 7.503 -2.569 3.339
31 C 6.948 -1.916 4.604
32 S 5.190 -1.787 4.445
33 O 4.628 -3.120 4.457
34 O 4.914 -0.919 3.326
35 C 4.701 -0.995 5.956
36 C 3.202 -0.693 5.998
37 N 2.726 0.118 4.887
38 C 1.992 -0.334 3.836
39 N 1.801 0.601 2.925
40 C 2.423 1.710 3.382
41 C 3.004 1.446 4.586
42 N 3.730 2.332 5.414
43 O 3.893 3.469 5.022
44 O 4.164 1.907 6.488
45 C 1.452 -1.721 3.742
46 H 8.590 -2.599 3.379
47 H 7.199 -2.004 2.457
48 H 7.125 -3.586 3.236
49 H 7.318 -0.897 4.737
50 H 7.141 -2.509 5.500
51 H 5.285 -0.082 6.065
52 H 4.950 -1.704 6.748
53 H 2.990 -0.176 6.927
54 H 2.651 -1.630 5.969
55 H 2.425 2.637 2.832
56 H 0.836 -1.961 4.612
57 H 2.259 -2.454 3.669
58 H 0.843 -1.778 2.844
59 S 2.697 0.642 -0.566
60 S 3.420 -2.346 -0.653
61 C 2.649 -0.938 0.277
62 N 1.254 -1.195 0.447
63 C 0.925 -2.518 0.149
64 C -0.306 -3.106 0.395
65 C -0.531 -4.426 0.016
66 C 0.475 -5.172 -0.581
67 C 1.726 -4.595 -0.804
68 C 1.941 -3.278 -0.442
69 H 3.196 -0.860 1.216
70 H -1.086 -2.533 0.879
71 H -1.503 -4.872 0.193
72 H 0.293 -6.199 -0.871
73 H 2.526 -5.169 -1.260
74 O 0.168 1.455 -1.876
75 C 0.253 1.978 -3.195
76 C -1.166 2.384 -3.643
77 C -2.323 2.192 -2.957
78 C -3.470 2.714 -3.624
79 C -3.160 3.310 -4.803
80 S -1.482 3.254 -5.106
81 C 0.933 1.011 -4.178
82 C 2.011 0.223 -3.920
83 C 2.490 -0.469 -5.064
84 C 1.770 -0.185 -6.182
85 S 0.501 0.903 -5.848
86 C 1.160 3.226 -3.188
87 C 1.617 3.908 -4.278
88 C 2.384 5.056 -3.922
89 C 2.495 5.203 -2.574
90 S 1.676 3.968 -1.740
91 H -2.351 1.732 -1.990
92 H -4.475 2.652 -3.226
93 H -3.819 3.779 -5.520
94 H 2.458 0.146 -2.943
95 H 3.332 -1.150 -5.042
96 H 1.886 -0.572 -7.184
97 H 1.417 3.609 -5.300
98 H 2.827 5.730 -4.644
99 H 3.010 5.978 -2.024
100 O 0.847 2.169 0.655
101 Se -0.646 2.958 1.026
102 O -0.658 4.500 0.574
103 O -1.502 1.939 -0.007
104 O -1.025 2.736 2.579

Computed properties:
Orbital gap in Eh: 0.2313
LUMO in eV: 1.48
Total charge: -1
HOMO level in Eh: -0.17694
E in hartree: -7636.48861



Entry from the Open Molecules 2025 dataset: a molecular structure, C42H38BN6PtTe (ωB97M-V with the def2-TZVPD basis set).

Positions of all 89 atoms, in Å:
1 Pt 0.395 -0.084 0.084
2 C 5.514 0.002 -1.824
3 C 4.342 -0.682 -1.209
4 C 4.218 -2.008 -0.853
5 C 2.942 -2.167 -0.311
6 N 2.318 -0.972 -0.341
7 N 3.190 -0.054 -0.902
8 B 2.834 1.432 -1.208
9 N 2.399 2.063 0.162
10 N 1.587 1.294 0.879
11 C 1.534 1.697 2.144
12 C 2.350 2.824 2.257
13 C 2.901 3.015 0.989
14 C 3.905 4.015 0.537
15 C 0.697 0.811 2.942
16 C 0.089 1.157 4.123
17 C -0.753 0.234 4.749
18 C -1.018 -1.023 4.193
19 C -0.398 -1.391 3.025
20 C 0.486 -0.501 2.346
21 N 1.599 1.363 -2.174
22 N 0.660 0.496 -1.800
23 C -0.173 0.226 -2.803
24 C 0.245 0.975 -3.904
25 C 1.370 1.678 -3.476
26 C 2.272 2.579 -4.243
27 C -1.189 -0.738 -2.399
28 C -2.393 -0.914 -3.028
29 C -3.356 -1.735 -2.437
30 C -3.143 -2.368 -1.206
31 C -1.915 -2.262 -0.605
32 C -0.875 -1.455 -1.165
33 C 2.379 -3.429 0.209
34 C 1.122 -3.513 0.801
35 C 0.626 -4.717 1.275
36 C 1.387 -5.871 1.163
37 C 2.642 -5.804 0.578
38 C 3.134 -4.597 0.106
39 H 6.317 -0.719 -1.962
40 H 5.885 0.806 -1.189
41 H 5.266 0.424 -2.797
42 H 4.979 -2.758 -0.967
43 H 3.741 2.019 -1.691
44 H 2.572 3.401 3.138
45 H 4.225 4.624 1.378
46 H 3.487 4.674 -0.225
47 H 4.781 3.524 0.114
48 H 0.250 2.132 4.563
49 H -1.212 0.500 5.694
50 H -1.665 -1.714 4.714
51 H -0.510 -2.403 2.656
52 H 1.434 -1.002 2.094
53 H -0.166 0.983 -4.899
54 H 1.994 2.574 -5.294
55 H 3.309 2.254 -4.161
56 H 2.209 3.603 -3.875
57 H -2.618 -0.387 -3.946
58 H -4.303 -1.878 -2.944
59 H -3.912 -3.000 -0.784
60 H -1.692 -2.872 0.262
61 H 0.069 -2.010 -1.221
62 H 0.525 -2.620 0.904
63 H -0.353 -4.766 1.738
64 H 1.007 -6.814 1.531
65 H 3.246 -6.696 0.487
66 H 4.115 -4.579 -0.346
67 Te -1.471 1.779 0.371
68 C -2.671 1.257 2.000
69 C -3.244 -0.006 2.113
70 C -4.158 -0.242 3.130
71 C -4.477 0.770 4.027
72 C -3.887 2.022 3.915
73 C -2.984 2.278 2.892
74 C -2.937 1.702 -1.121
75 C -4.173 1.086 -0.969
76 C -5.122 1.229 -1.971
77 C -4.835 1.972 -3.111
78 C -3.600 2.591 -3.252
79 C -2.647 2.468 -2.250
80 H -2.984 -0.802 1.423
81 H -4.625 -1.214 3.221
82 H -5.198 0.584 4.813
83 H -4.145 2.810 4.611
84 H -2.548 3.265 2.792
85 H -4.423 0.527 -0.078
86 H -6.098 0.777 -1.851
87 H -5.587 2.091 -3.880
88 H -3.389 3.196 -4.124
89 H -1.698 2.983 -2.348

Computed properties:
Orbital gap in Eh: 0.2100
LUMO in eV: -10.10
Total charge: +3
HOMO level in Eh: -0.58125
E in hartree: -2363.12106